# 1
The following is a DFT calculation (ωB97M-V/def2-TZVPD) of a cluster of 2 separate species, C2H8Cl2N2Si in total.

Properties
* LUMO level: 0.769 eV
* frontier orbital gap: 0.360 Ha
* energy above the lowest of the compared OMol25 structures with the same formula, charge and spin: 92.85 kJ/mol
* max |F|: 4.22 eV/Å
* highest occupied orbital energy: -9.03 eV
* SMILES string: C[SiH](Cl)Cl.[H]/N=N/C

```
15
Properties=species:S:1:pos:R:3:lowdin_charge:R:1
H -0.29636 -1.78346 -3.78994 0.067
H 0.38404 0.38191 3.75864 0.005
C 0.91502 0.07675 2.86654 -0.290
H 1.87674 -0.34544 3.14536 0.026
H -0.90908 1.20702 0.84611 -0.018
N -0.86252 0.40864 -1.81045 0.034
H -1.32099 1.26961 -1.66591 0.021
Cl 0.53723 3.05651 2.56094 0.265
Cl 2.13259 1.38045 0.15318 0.245
H -1.40210 -2.38723 -2.64051 0.026
N -1.39999 -0.39520 -2.58915 -0.115
H 0.07601 -1.71291 -1.97441 0.080
Si 0.55285 1.35469 1.46333 -0.268
C -0.67978 -1.68919 -2.79562 -0.095
H 0.39634 -0.82215 2.47189 0.017
```



# 2
The following is a DFT calculation (ωB97M-V/def2-TZVPD) of a cluster of 2 separate species, C8H15N3O4S in total.

Properties
* LUMO level: -0.698 eV
* frontier orbital gap: 0.303 Ha
* energy above the lowest of the compared OMol25 structures with the same formula, charge and spin: 753.24 kJ/mol
* max |F|: 8.42 eV/Å
* highest occupied orbital energy: -8.94 eV

```
31
Properties=species:S:1:pos:R:3:lowdin_charge:R:1
C -1.96550 -0.95466 0.56983 -0.052
H -0.58805 -3.02413 -1.11579 0.069
N 0.30580 0.09350 0.83333 0.082
H -0.12369 -1.89460 0.70598 0.139
H -2.14027 -1.39405 1.72261 0.179
C 1.48130 3.38454 -0.14047 -0.587
H -1.95727 -2.01940 -1.57221 0.120
H -3.46386 -1.90678 -0.46618 0.032
N 2.50199 1.35764 1.07576 0.016
H 1.04806 2.58604 2.01152 0.177
H 2.68527 4.75555 1.25019 -0.147
H -2.14578 0.19489 0.42709 0.138
C -2.49984 -2.07765 -0.56982 -0.071
C -2.17286 -3.49200 -0.05610 -0.505
O -0.33221 -2.28974 -1.85405 -0.036
C 1.16544 2.26103 0.89988 -0.283
H -4.31513 -3.78524 0.26822 0.278
H 1.78676 2.97164 -1.17740 0.096
H 1.24012 -0.32379 1.19872 0.181
S 3.00828 4.16067 0.12411 0.735
H 2.55066 0.79683 0.24329 0.058
H 0.62764 4.17778 -0.20460 0.114
N -3.02977 -3.98132 0.89465 0.073
O -1.00088 2.01947 0.16468 0.079
O -1.08945 -4.19793 -0.24935 -0.004
H -3.07679 -5.14057 0.69237 0.172
O 0.64959 -0.27403 -1.71300 0.110
C -0.14491 -1.03917 -1.18609 -0.368
H 3.22809 1.84156 1.48080 -0.003
C 0.01501 1.43833 0.51243 -0.467
C -0.50377 -0.97999 0.32653 -0.323
```



# 3
The following is a DFT calculation (ωB97M-V/def2-TZVPD) of a structure of composition C27H28Br6N7O3Pd.

Properties
* charge: +1
* LUMO level (spin up / spin down): -3.423 / -5.378 eV
* frontier orbital gap (spin up / spin down): 0.241 / 0.192 Ha
* energy above the lowest of the compared OMol25 structures with the same formula, charge and spin: 0.00 kJ/mol
* 2S+1: 5
* max |F|: 0.26 eV/Å
* highest occupied orbital energy (spin up / spin down): -9.99 / -10.61 eV

```
72
Properties=species:S:1:pos:R:3:lowdin_charge:R:1
C -1.72912 -2.33688 -1.42517 -0.342
H -3.46949 -0.80709 0.73028 0.059
N 1.87474 2.73668 -1.41794 -0.097
O -1.51407 -0.75811 1.78028 -0.122
H -4.57820 -0.99293 -0.64725 0.098
H -1.71182 -4.70030 -3.77251 0.089
C -0.72292 3.95601 2.33114 -0.171
H -1.62756 -2.95816 -4.03815 0.103
H -0.02653 2.47686 -2.17571 0.083
O 1.11821 -1.04766 1.25729 -0.148
H 4.89344 0.39119 0.28915 0.095
H 2.38764 -0.90373 -2.45892 0.127
C 1.11598 1.92202 2.30548 -0.070
H 4.84832 2.68726 -0.21006 0.124
H -4.63324 -3.38414 -0.62776 0.127
O -1.90994 1.81617 -0.34992 -0.041
H 4.48545 -0.54992 -1.14878 0.096
H 0.67233 -2.67981 -2.30282 0.101
C -0.79542 2.87039 1.45032 -0.139
H -2.83384 -5.32320 -1.52902 0.127
C -3.52873 -0.96126 -0.34557 -0.040
C -1.41945 -2.36899 3.49923 -0.650
Br -1.44930 -4.25323 5.59529 0.773
C -0.83846 -1.57495 2.46317 -0.380
N 0.10924 1.88269 1.45096 0.072
C 0.38808 -1.62839 -2.26557 -0.213
C -1.75034 4.96019 2.25264 -0.589
Br -4.23914 3.71235 -0.78570 0.903
H 0.77703 3.98186 -2.67880 0.097
C -1.87302 2.75709 0.45145 -0.384
Pd -0.35659 0.13678 0.11219 1.114
H -3.53511 5.64814 1.30584 0.107
C 4.14084 2.54161 -1.02493 -0.103
H 4.68829 2.57685 -1.97171 0.129
C 1.35440 -2.59509 3.02089 -0.649
N -0.79840 -1.43330 -1.42773 0.029
H -0.19358 -3.87120 -3.52425 0.072
N 1.20753 0.50260 -1.40921 -0.005
C 2.12927 1.41135 -1.23545 -0.364
H 1.93387 -1.41660 -0.83123 0.081
H 2.83413 3.96788 0.00227 0.120
C -2.85694 3.81424 0.44995 -0.581
C -3.54933 -3.48021 -0.57983 -0.113
C 2.99664 3.55550 -1.00210 -0.109
H -3.28282 -3.91766 0.38776 0.123
H 3.15228 4.38263 -1.69314 0.127
H -3.05458 -0.12826 -0.85666 0.061
C -1.26783 -3.77702 -3.40772 -0.053
C -0.65381 -3.21976 4.25014 -0.741
Br -1.71136 6.42643 3.40544 0.900
H 0.12552 3.83565 -1.04073 0.081
H 0.18477 -1.28518 -3.28453 0.121
C 1.58753 -0.87528 -1.71267 -0.240
H 3.37228 -0.49009 0.24112 0.048
H 2.11316 2.96375 3.89843 0.121
C 4.07401 0.08331 -0.36037 -0.027
H 0.44849 4.80774 3.92966 0.091
H 1.80733 1.08812 2.26294 0.118
C 0.35399 3.98694 3.23251 -0.003
C 0.61968 3.28833 -1.85074 -0.025
C 0.75795 -3.32764 4.01457 -0.739
H -3.62696 -4.16928 -2.62166 0.125
Br 1.78641 -4.48640 5.06601 0.776
C -2.78062 4.87457 1.33459 -0.154
C 1.27561 2.96950 3.21560 -0.003
N -2.90732 -2.19553 -0.76882 -0.089
N -1.68329 -3.61232 -2.00920 -0.078
C 0.59421 -1.72041 2.19638 -0.380
C -2.97605 -4.26649 -1.74608 -0.130
Br -3.27178 -2.17863 3.73499 0.813
N 3.43272 1.27828 -0.87156 -0.070
Br 3.19421 -2.67886 2.64799 0.809
```



# 4
The following is a DFT calculation (ωB97M-V/def2-TZVPD) of a structure of composition C54H59ClNNbO21PS.

Properties
* charge: -1
* LUMO level: -0.648 eV
* frontier orbital gap: 0.149 Ha
* max |F|: 2.37 eV/Å
* highest occupied orbital energy: -4.69 eV

```
139
Properties=species:S:1:pos:R:3:lowdin_charge:R:1
C 1.74554 5.98758 7.57930 -0.384
H -0.08527 6.42266 8.70094 0.121
H -10.52050 0.40790 2.90626 0.112
H 8.62155 -2.51492 4.71291 0.121
C 1.86303 4.23348 1.85744 -0.305
H 5.56090 2.04311 -0.30689 0.107
C -1.89745 -5.83858 -4.47378 -0.372
O 3.39555 5.26314 11.24272 0.097
H 0.23361 -0.57891 -7.85549 0.122
Nb 1.36318 2.07876 1.22114 1.824
O -2.42282 -4.98479 -3.79297 0.119
C -10.47207 -2.91717 3.85338 -0.390
O 12.55011 -0.84724 3.40504 0.094
O 0.13904 -0.30661 -0.53405 -0.318
C -1.42057 -1.89811 -7.76304 0.002
C 0.88104 -0.12491 -1.70816 -0.151
C -2.02739 -0.79181 -5.19225 0.022
H -0.30407 -8.89342 -4.18746 0.119
H 1.87198 -6.10536 -12.19036 0.121
H -2.24121 -4.80102 -6.37428 0.090
C 9.21891 -1.84368 4.10904 0.023
O 1.25581 6.20187 6.49181 0.113
N -0.20143 1.92857 2.65285 -0.189
O -5.05489 1.52830 -0.22231 -0.363
C 1.08455 -5.09164 -10.50550 0.025
H 11.11025 -2.44768 4.84827 0.118
H -1.16613 4.78027 -0.32389 0.099
H 3.78443 3.00866 0.14440 0.042
H -6.21009 2.79267 1.13984 0.092
C 2.90704 5.47807 10.15292 -0.390
H 5.47918 0.79151 -1.57023 0.111
O 3.42201 -7.72971 -10.89654 0.108
O -3.29250 -3.26677 -7.40230 0.070
C -10.19479 -0.61430 3.05054 0.032
C 1.48770 5.88909 10.01646 0.016
C -9.12259 -3.25738 3.34026 0.018
O -3.99530 -0.48180 0.69755 -0.357
C -2.82209 -1.75448 -5.65432 0.030
C 3.11647 2.24561 -0.27078 -0.321
O -0.14203 0.57005 -5.56336 0.116
H 5.57761 -1.87405 1.35335 0.053
H 2.92839 4.41101 2.01639 -0.030
H 4.82237 1.42750 5.41274 0.054
H 1.81015 -0.70650 -1.69547 0.084
H 1.11134 0.92635 -1.90967 0.065
H 0.37538 -0.53941 1.48630 0.043
H -1.02016 4.04065 1.24425 0.071
C -9.27497 4.79721 2.61777 0.011
C -1.15461 3.81203 0.18371 -0.299
C -1.23907 -6.64152 -6.69426 0.016
C -0.62352 -0.93920 -7.30090 0.027
H 4.10339 -0.95625 1.17361 0.044
H -7.70921 1.67078 2.75798 0.091
H 2.76419 2.57907 -1.25596 0.039
O -8.15325 -0.13198 1.97951 0.096
C -1.81453 -5.70170 -5.94807 0.043
C 8.47355 -0.95252 3.18457 -0.371
C 0.93510 -0.09070 0.65200 -0.337
C 5.03573 -1.20695 0.67696 -0.104
C -2.50921 3.12649 -0.02206 -0.236
C 1.07787 -4.96259 -9.02825 -0.378
H 6.16917 0.49140 1.33814 0.077
H -2.73139 3.08757 -1.09158 0.107
O 4.46783 3.21015 3.84982 -0.347
O -0.12219 -8.71242 -6.76829 0.089
H 2.54505 0.29975 3.03354 0.024
O -6.57661 5.26711 0.36765 0.110
C -8.47114 5.40509 1.75003 0.017
O 2.05644 2.90142 4.75663 -0.180
H -0.27553 1.02421 3.10516 -0.015
H -11.93316 -1.29843 4.04775 0.121
C 0.01488 2.95247 -0.37226 -0.340
H -2.59463 1.68036 1.62009 0.097
O 7.26568 -0.98265 3.11826 0.117
H -1.26062 -2.37576 -8.71719 0.102
H 8.70203 0.61878 1.67603 0.118
H -2.18510 -0.32445 -4.22846 0.041
H 3.90219 1.05532 2.15334 0.004
C -2.57816 -2.37634 -6.97580 -0.388
C 2.72643 -6.90811 -10.33973 -0.383
H 2.31890 3.81325 4.95025 0.056
C 2.71740 -6.77816 -8.86204 0.030
C 1.85015 -5.99344 -11.11391 0.023
O 0.37835 -4.14202 -8.47032 0.093
C 3.70268 5.34018 8.90950 0.021
H -1.16803 -6.56009 -7.77176 0.118
H 1.85156 -0.69509 0.55431 0.039
H 4.84029 -1.77251 -0.23639 0.075
C 1.95202 -5.87554 -8.25410 0.019
H 3.36197 -7.45479 -8.31627 0.125
H 1.92805 -5.76410 -7.17737 0.126
C 2.95805 1.24626 2.66024 -0.373
H -10.13351 5.28902 3.05834 0.116
C -0.86650 -0.30642 -5.98098 -0.378
C -2.50955 1.69906 0.53462 -0.300
C -7.30163 4.70209 1.15846 -0.377
C 10.59428 0.01318 2.41642 0.018
C -9.03306 3.39289 3.03168 -0.379
H -3.66936 -2.12776 -5.09317 0.126
C -7.86865 2.69357 2.44676 0.023
C 9.26577 -0.02114 2.34297 0.031
H 3.72612 5.48189 6.79496 0.126
C 10.54704 -1.80770 4.18100 0.014
H -7.37973 -2.57184 2.34567 0.127
H 4.73486 5.03780 9.03001 0.122
C -7.06337 3.29976 1.57547 0.044
C -0.73738 -7.99634 -4.61127 0.016
H -8.62661 6.42894 1.43339 0.118
H -8.79430 -4.27774 3.49139 0.120
P 3.36794 2.22837 4.08558 0.373
H 6.79557 -0.32286 -0.12800 0.096
H -1.59986 1.14773 0.28360 0.054
O 3.90232 1.19439 5.24984 -0.183
H 1.25843 4.57857 2.70253 -0.026
H 0.26704 -0.49254 -2.53678 0.072
H -1.38355 -7.13760 -2.78456 0.123
H 0.43697 -4.41659 -11.05067 0.122
C -10.94751 -1.52546 3.66216 0.021
H -0.39919 2.22446 -1.07956 0.033
H 11.19155 0.68465 1.81294 0.120
C 5.17882 1.04694 -0.54224 -0.254
C 11.33836 -0.87692 3.33941 -0.392
H -0.20780 2.67592 3.33840 -0.025
C -8.84627 -0.95742 2.53666 -0.359
C 0.94808 6.12429 8.82338 0.021
S -3.86661 0.71318 -0.10349 0.374
C -0.65468 -7.85916 -6.08666 -0.394
O -9.77577 2.84058 3.82306 0.079
C -1.31356 -7.05932 -3.86213 0.025
O 3.78112 0.97287 -0.42650 -0.284
H 1.55970 4.85489 1.00178 -0.021
Cl -3.22988 0.11628 -1.96402 0.427
C 3.16368 5.57750 7.71638 0.026
H -3.28701 3.68816 0.49880 0.107
H 0.63647 3.62751 -0.97475 0.033
C -8.36747 -2.34803 2.72915 0.031
H 0.92541 5.98282 10.93678 0.119
O -11.16152 -3.74711 4.40925 0.096
C 5.89842 0.03333 0.38747 -0.230
```